[1]
60
Properties=species:S:1:pos:R:3:nbo_charge:R:1 method="wB97M-V/def2-TZVPD" gap_ev="6.39 / 5.41" e_tot_ev=-353031.7784 s_squared=6.047 multiplicity=5 de_lowest_ev=0.000 e_homo_ev="-6.48 / -7.48"
Rh 0.3015 1.4409 1.5194 0.695
C 0.7202 -4.0568 2.1258 -0.239
C 1.5131 -2.9204 2.2213 -0.193
C 0.9521 -1.6662 2.0654 -0.255
C -0.4129 -1.5228 1.7894 0.195
C -1.2100 -2.6709 1.6962 -0.257
C -0.6393 -3.9190 1.8704 -0.203
N -0.9165 -0.2424 1.5839 -0.312
N -2.1881 -0.1548 1.2537 -0.326
C -2.5756 1.0828 0.8717 0.308
C -3.9138 1.2992 0.4712 -0.246
C -4.2896 2.5408 0.0357 -0.164
C -3.3482 3.5824 -0.0005 -0.309
C -2.0659 3.3090 0.4127 0.073
N -1.6814 2.0993 0.8355 -0.533
H 1.1568 -5.0395 2.2496 0.212
H 2.5759 -3.0087 2.4071 0.220
H 1.5763 -0.7814 2.1330 0.207
H -2.2627 -2.5614 1.4833 0.235
H -1.2645 -4.8008 1.7951 0.210
H -4.6027 0.4675 0.5193 0.229
H -5.3096 2.7188 -0.2804 0.218
H -3.6122 4.5745 -0.3366 0.223
H -1.2960 4.0717 0.4127 0.206
Se 5.9795 2.1448 0.0994 -0.389
Sb 4.5125 0.9553 1.7071 0.758
Se 2.3766 2.8023 1.4772 -0.189
Se 2.7408 3.7546 3.5065 -0.102
Se 4.1371 -0.6348 -0.0742 -0.680
Cl -2.2460 1.8247 6.3078 0.089
C -0.6921 2.5450 5.8580 -0.211
Cl 0.6085 1.8854 6.8601 0.092
Cl -0.7582 4.3054 6.0167 0.093
C -0.4101 2.2090 4.4664 0.328
N -0.1910 1.9545 3.3768 -0.255
N 0.9537 0.8626 -0.3283 -1.130
S -0.0196 0.5470 -1.5471 1.116
C -0.2959 -1.2164 -1.6649 -0.180
C 0.7678 -2.1040 -1.5549 -0.204
C 0.5122 -3.4615 -1.6054 -0.200
C -0.7908 -3.9186 -1.7782 -0.185
C -1.8432 -3.0245 -1.8825 -0.203
C -1.5998 -1.6583 -1.8126 -0.229
C 0.9898 0.7881 -3.0089 -0.156
C 2.1988 1.4541 -2.9102 -0.219
C 2.9491 1.6532 -4.0624 -0.193
C 2.4812 1.2045 -5.2866 -0.199
C 1.2593 0.5465 -5.3707 -0.191
C 0.5063 0.3331 -4.2294 -0.244
H 1.8184 0.3134 -0.3477 0.412
H 1.7805 -1.7374 -1.4223 0.239
H 1.3281 -4.1651 -1.5062 0.226
H -0.9838 -4.9832 -1.8153 0.219
H -2.8565 -3.3853 -2.0013 0.219
H -2.4135 -0.9452 -1.8688 0.230
H 2.5602 1.7962 -1.9509 0.251
H 3.9050 2.1544 -3.9897 0.228
H 3.0700 1.3618 -6.1808 0.219
H 0.8960 0.1926 -6.3265 0.218
H -0.4376 -0.1961 -4.2850 0.225



[2]
55
Properties=species:S:1:pos:R:3:nbo_charge:R:1 method="wB97M-V/def2-TZVPD" gap_ev=7.72 e_tot_ev=-95897.5167 de_lowest_ev=0.000 e_homo_ev=-8.49
Pb 0.3012 1.3560 0.1646 1.256
O -0.4356 1.7387 2.3872 -0.680
C -1.0597 0.9364 3.0908 0.469
C -1.2384 -0.4756 2.8810 -0.354
C -2.0566 -1.1306 3.8165 -0.098
C -2.2499 -2.4789 3.7375 0.000
C -1.6190 -3.2441 2.7424 -0.132
C -0.8120 -2.6334 1.8280 -0.313
C -0.6032 -1.2269 1.8390 0.550
O 0.1532 -0.7165 0.9310 -0.867
N -3.1115 -3.1396 4.7145 0.525
O -3.2578 -4.3423 4.6122 -0.384
O -3.6292 -2.4525 5.5738 -0.387
H -1.5301 1.3338 4.0021 0.154
H -2.5418 -0.5685 4.6039 0.247
H -1.7893 -4.3109 2.7168 0.250
H -0.3239 -3.1955 1.0440 0.231
C 6.6467 -3.9889 -1.1517 -0.207
C 6.4820 -3.1358 -0.0727 -0.205
C 5.6809 -2.0054 -0.1877 -0.245
C 5.0390 -1.7148 -1.3870 -0.246
C 5.2318 -2.5691 -2.4756 -0.236
C 6.0195 -3.7016 -2.3579 -0.206
P 4.0320 -0.2151 -1.6865 0.812
C 2.3534 -0.9370 -1.9205 -0.342
C 1.9806 -2.2319 -1.5773 -0.149
C 0.6729 -2.6651 -1.7636 -0.216
C -0.2858 -1.8089 -2.2806 -0.191
C 0.0727 -0.5158 -2.6443 -0.240
C 1.3870 -0.0921 -2.4778 -0.247
C 3.8013 0.4739 0.0009 -0.257
C 3.2073 -0.2332 1.0470 -0.240
C 2.9774 0.3770 2.2712 -0.216
C 3.3338 1.7066 2.4649 -0.203
C 3.9269 2.4197 1.4335 -0.220
C 4.1602 1.8041 0.2096 -0.223
H 7.2660 -4.8715 -1.0584 0.216
H 6.9752 -3.3479 0.8673 0.216
H 5.5627 -1.3497 0.6653 0.221
H 4.7556 -2.3442 -3.4241 0.217
H 6.1514 -4.3576 -3.2087 0.217
H 2.7159 -2.9119 -1.1642 0.215
H 0.4028 -3.6796 -1.4978 0.216
H -1.3069 -2.1420 -2.4088 0.231
H -0.6620 0.1476 -3.0861 0.236
H 1.6815 0.8976 -2.8146 0.225
H 2.8902 -1.2572 0.8963 0.233
H 2.5035 -0.1821 3.0686 0.222
H 3.1433 2.1857 3.4167 0.222
H 4.2039 3.4559 1.5788 0.221
H 4.6123 2.3645 -0.6003 0.223
Cl -3.1546 -0.8303 -0.4521 -0.404
Si -2.4218 1.1170 -0.4138 0.690
Cl -3.6324 2.0971 0.9698 -0.401
Cl -2.9571 1.9271 -2.2561 -0.403



[3]
59
Properties=species:S:1:pos:R:3:nbo_charge:R:1 method="wB97M-V/def2-TZVPD" gap_ev=8.84 e_tot_ev=-42138.2845 de_lowest_ev=0.035 e_homo_ev=-8.09
C -0.5112 -2.4827 -4.4344 -0.635
C 0.5804 -2.7296 -3.4026 -0.074
O 0.7581 -1.5954 -2.5543 -0.521
C -0.0743 -1.4711 -1.5257 0.827
O -0.9564 -2.2567 -1.2772 -0.626
C 0.1949 -0.2330 -0.6746 -0.123
C 0.7528 -0.7010 0.7021 -0.453
C -0.0761 -1.7569 1.3709 0.127
C -1.2314 -1.3787 2.0499 -0.240
C -2.0617 -2.3094 2.6433 -0.179
C -1.7486 -3.6562 2.5825 -0.226
C -0.5848 -4.0554 1.9556 -0.165
C 0.2492 -3.1161 1.3593 -0.181
C 1.5475 -3.5998 0.7790 0.977
F 2.6126 -3.1202 1.4640 -0.334
F 1.6759 -4.9352 0.8119 -0.325
F 1.7635 -3.2537 -0.5019 -0.330
C 1.2263 0.7139 -1.2994 -0.421
C 0.6916 1.4302 -2.5488 -0.222
N -0.5833 2.0892 -2.3689 -0.445
C -0.5449 3.4452 -1.8531 -0.258
C 0.1865 3.6652 -0.5629 0.271
C 1.4537 4.1106 -0.3149 -0.312
C 1.6383 4.0324 1.0865 -0.293
C 0.4684 3.5544 1.5979 0.252
C 0.0709 3.1673 2.9803 -0.108
O 0.1660 1.7568 3.0905 -0.545
C -0.1266 1.2840 4.3798 -0.251
O -0.4172 3.3428 0.6006 -0.414
C -1.5635 1.1854 -1.8107 -0.204
C -1.1441 0.4985 -0.5042 -0.449
H -0.5803 -3.3355 -5.1035 0.217
H -0.2873 -1.5916 -5.0168 0.208
H -1.4680 -2.3493 -3.9354 0.223
H 0.3303 -3.5969 -2.7845 0.203
H 1.5508 -2.8801 -3.8790 0.190
H 1.7767 -1.0424 0.5497 0.225
H 0.7834 0.1755 1.3547 0.253
H -1.4678 -0.3293 2.1195 0.219
H -2.9551 -1.9841 3.1555 0.212
H -2.3960 -4.3922 3.0332 0.215
H -0.3187 -5.1007 1.9279 0.228
H 1.5048 1.4537 -0.5474 0.216
H 2.1225 0.1560 -1.5724 0.225
H 1.4210 2.1709 -2.8831 0.199
H 0.5624 0.6940 -3.3482 0.202
H -0.0623 4.0660 -2.6157 0.212
H -1.5801 3.7783 -1.7403 0.215
H 2.1691 4.4441 -1.0386 0.228
H 2.5185 4.2944 1.6367 0.229
H -0.9632 3.4868 3.1844 0.184
H 0.7412 3.6508 3.7051 0.187
H 0.5627 1.7052 5.1215 0.168
H -1.1540 1.5352 4.6717 0.165
H -0.0108 0.2024 4.3470 0.204
H -2.4956 1.7331 -1.6541 0.201
H -1.7495 0.4150 -2.5689 0.189
H -1.9143 -0.2229 -0.2280 0.235
H -1.0533 1.2387 0.2884 0.226



[4]
14
Properties=species:S:1:pos:R:3:nbo_charge:R:1 method="wB97M-V/def2-TZVPD" gap_ev="6.86 / 6.86" e_tot_ev=-23727.7020 total_charge=-2 de_lowest_ev=5.085 e_homo_ev="-0.11 / -0.11"
C 0.9333 1.2210 0.4713 0.221
C -0.4846 -0.3423 -1.0099 0.167
O -3.2409 -0.5448 -0.4754 -1.169
O -1.5984 -0.1372 1.4757 -1.175
O -2.1369 1.6656 -0.2937 -1.031
O 0.6220 2.4104 -0.0335 -0.867
O -0.0642 -2.8510 -0.3169 -1.270
O 0.7376 -0.0490 -0.6834 -0.517
P -2.0238 0.0690 0.0302 2.290
H 0.1750 0.9985 1.1737 0.187
H 2.0428 1.0542 0.6282 0.097
H -0.5779 -0.8286 -1.9569 0.161
H -1.3799 2.0879 0.0464 0.505
H -0.3662 -3.1723 0.5208 0.402



[5]
7
Properties=species:S:1:pos:R:3:nbo_charge:R:1 method="wB97M-V/def2-TZVPD" gap_ev="7.36 / 7.33" e_tot_ev=-25717.5024 de_lowest_ev=1.709 e_homo_ev="-9.22 / -9.16"
N -1.0064 0.7320 0.3636 -0.648
C -0.4318 1.0474 1.3743 0.225
S -0.0175 1.5506 2.7962 -0.007
H -0.6778 0.1934 -0.3304 0.404
N 0.3922 -0.9064 -1.4762 -0.821
S 0.7055 -2.0744 -0.5128 0.470
H 1.0357 -0.5426 -2.2146 0.378



[6]
78
Properties=species:S:1:pos:R:3:lowdin_spin:R:1 method="wB97M-V/def2-TZVPD" gap_ev="4.36 / 4.31" e_tot_ev=-108276.8361 total_charge=-1 s_squared=2.017 multiplicity=3 de_lowest_ev=5.965 e_homo_ev="-2.12 / -2.13"
C 1.8183 -1.3986 -4.6509 0.000
C 1.0221 -0.2658 -4.0463 0.000
H 2.3719 -1.0788 -5.5404 0.000
H 1.1481 -2.2302 -4.8934 0.000
H 2.5770 -1.7501 -3.9496 0.000
C 0.2534 0.5711 -4.8813 0.000
C -0.4388 0.1404 -6.1028 0.000
H 0.1720 1.6221 -4.6586 0.000
H -1.0970 -0.7179 -5.9297 0.000
H 0.1900 -0.1049 -6.9643 0.000
H -1.0443 0.9956 -6.3993 0.000
Ti 0.2360 -1.2127 2.2658 0.982
Cl 2.3479 -1.5603 2.9276 0.032
Cl -1.0430 -2.8119 3.0982 -0.003
C 0.9137 1.6231 1.7325 0.006
O 0.0694 0.6911 1.6019 0.006
N 0.4905 2.8547 1.9417 0.005
C -0.9313 3.1668 1.8261 0.003
C 1.4275 3.9106 2.2753 0.001
H 1.9978 1.4327 1.7089 0.000
H -1.5471 2.4116 2.3311 0.002
H -1.2422 3.2274 0.7727 0.000
H -1.0922 4.1385 2.2970 0.000
H 2.3099 3.4626 2.7456 0.001
H 0.9504 4.5974 2.9798 0.000
H 1.7478 4.4542 1.3781 0.000
H -1.7016 -1.8183 -2.6217 0.000
H -2.5381 0.9091 -2.9668 0.000
C -2.5563 -1.6720 -1.9452 0.000
C -3.1123 0.7000 -2.0552 0.000
N -2.4607 -0.3688 -1.3137 0.002
H -2.5596 -2.4813 -1.2118 0.000
C -2.1569 -0.1646 0.0007 0.001
O -1.9979 -1.0375 0.8520 0.003
H -3.1287 1.5801 -1.4043 0.000
H -2.0481 0.9174 0.2164 0.000
H -3.4718 -1.6843 -2.5507 0.000
H -4.1300 0.3966 -2.3368 0.000
O 0.4515 -0.7292 -2.7090 0.000
C 1.4718 0.2405 -2.6311 0.000
C -0.1552 2.0766 -2.0189 0.000
C 1.1542 1.6039 -2.1542 0.000
H -0.9846 1.3873 -2.1500 0.000
C -0.4131 3.4196 -1.7310 0.000
H 2.4369 -0.1542 -2.2597 0.000
C 2.2264 2.4724 -1.8145 0.000
H -1.4252 3.8211 -1.6839 0.000
C 0.6646 4.2808 -1.4948 0.000
C 1.9788 3.8094 -1.5198 0.000
H 3.2478 2.0624 -1.8676 0.000
H 0.5058 5.3527 -1.3470 0.000
H 2.8468 4.4534 -1.3127 0.000
Si 0.6225 -3.8364 -0.2730 0.003
Cl 0.7809 -1.4811 0.0938 0.020
C -1.1108 -4.4438 -0.0374 0.000
C 1.5277 -4.4392 1.2599 0.002
C 1.5709 -4.4147 -1.7235 0.001
H -1.8993 -3.6902 -0.0109 0.000
H -1.1595 -4.9871 0.9189 0.000
H -1.3129 -5.1764 -0.8325 0.000
H 0.9569 -4.4652 -2.6294 0.000
H 1.9139 -5.4298 -1.4705 0.000
H 2.4437 -3.7868 -1.9337 0.000
H 2.4016 -3.8297 1.5363 0.001
H 1.8751 -5.4650 1.0346 0.000
H 0.8604 -4.4950 2.1320 0.001
N -1.2963 0.8411 9.3158 0.117
C -0.9995 0.7338 8.1882 0.048
C -0.6322 0.5368 6.8057 0.191
C -1.6272 0.5098 5.8188 0.053
C -1.2483 0.2137 4.5115 0.105
N 0.0168 -0.1520 4.1910 0.220
C 0.9847 0.0712 5.1062 0.107
C 0.6991 0.3325 6.4438 0.064
H -2.6724 0.7081 6.0573 0.002
H -1.9840 0.2263 3.7117 0.009
H 2.0204 -0.0061 4.7754 0.009
H 1.5160 0.3832 7.1756 0.003